C40H55BrI2N5O7S2 | wB97M-V/def2-TZVPD

For the maximum force, the calculation gives 0.0389 Eh/bohr. As for the total energy: -172056.2602 eV. The LUMO energy is -2.41 eV. As for the charge: +1.

Bonds (Å) are listed after each position.
Positions of all 112 atoms, in Å:
1 C 0.60 -6.31 -1.12  C2 1.520, H40 1.089, H41 1.086, H42 1.087
2 C 0.31 -5.54 0.15  C1 1.520, S3 1.821, H43 1.088, H44 1.083
3 S -0.16 -3.81 -0.18  C2 1.821, C4 1.812
4 C 1.46 -3.04 -0.43  S3 1.812, C5 1.531, H45 1.094, H46 1.087
5 C 1.50 -2.28 -1.76  C4 1.531, C6 1.548, N35 1.518, H47 1.083
6 C 0.76 -0.92 -1.74  C5 1.548, C7 1.517, O19 1.413, H48 1.097
7 C 0.26 -0.51 -0.37  C6 1.517, C8 1.548, H49 1.087, H50 1.084
8 C -0.51 0.84 -0.45  C7 1.548, C9 1.534, H51 1.085, H52 1.083
9 C -1.96 0.70 0.04  C8 1.534, N10 1.481, H53 1.093, H54 1.088
10 N -2.86 0.60 -1.13  C9 1.481, C11 1.461, H55 1.017
11 C -4.08 -0.12 -0.79  N10 1.461, C12 1.512, H56 1.105, H57 1.089
12 C -4.97 -0.34 -2.00  C11 1.512, C13 1.397, C17 1.406
13 C -4.75 0.34 -3.20  C12 1.397, C14 1.395, H58 1.078
14 C -5.58 0.13 -4.30  C13 1.395, C15 1.396, H59 1.079
15 C -6.64 -0.78 -4.20  C14 1.396, C16 1.393, H60 1.079
16 C -6.86 -1.46 -3.00  C15 1.393, C17 1.393, H61 1.080
17 C -6.04 -1.24 -1.90  C12 1.406, C16 1.393, O18 1.366
18 O -6.33 -1.92 -0.75  C17 1.366, H62 0.961
19 O 1.50 0.17 -2.25  C6 1.413, C20 1.423
20 C 2.34 -0.12 -3.36  O19 1.423, C21 1.542, C26 1.597, H63 1.091
21 C 2.79 1.24 -3.94  C20 1.542, I22 2.188, C23 1.551, H64 1.080
22 I 1.49 2.87 -3.27  C21 2.188
23 C 2.74 1.43 -5.48  C21 1.551, C24 1.551, I25 2.145, H65 1.078
24 C 3.84 2.43 -5.92  C23 1.551, H66 1.083, H67 1.084, H68 1.085
25 I 2.87 -0.32 -6.72  C23 2.145
26 C 3.53 -0.93 -2.68  C20 1.597, C27 1.543, N31 1.448, N35 1.525
27 C 4.74 -1.19 -3.60  C26 1.543, C28 1.508, H69 1.090, H70 1.085
28 C 5.74 -0.08 -3.79  C27 1.508, O29 1.166, Br30 1.960
29 O 6.08 0.74 -3.04  C28 1.166
30 Br 6.66 -0.18 -5.52  C28 1.960
31 N 3.85 -0.10 -1.54  C26 1.448, C32 1.273
32 C 4.70 -0.44 -0.65  N31 1.273, C33 1.499, C34 1.507
33 C 4.84 0.49 0.51  C32 1.499, H71 1.082, H72 1.090, H73 1.088
34 C 5.59 -1.65 -0.57  C32 1.507, H74 1.089, H75 1.088, H76 1.085
35 N 2.94 -2.27 -2.25  C5 1.518, C26 1.525, C36 1.504, H77 1.021
36 C 3.13 -3.46 -3.16  N35 1.504, C37 1.523, H78 1.084, H79 1.088
37 C 2.50 -3.40 -4.54  C36 1.523, C38 1.554, H80 1.082, H81 1.089
38 C 1.22 -4.28 -4.71  C37 1.554, S39 1.830, H82 1.082, H83 1.084
39 S -0.28 -3.26 -4.98  C38 1.830, H84 1.342
40 H 1.49 -5.92 -1.63  C1 1.089
41 H -0.24 -6.22 -1.81  C1 1.086
42 H 0.81 -7.36 -0.92  C1 1.087
43 H 1.23 -5.46 0.73  C2 1.088
44 H -0.45 -6.00 0.77  C2 1.083
45 H 2.17 -3.87 -0.47  C4 1.094
46 H 1.75 -2.42 0.41  C4 1.087
47 H 0.94 -2.93 -2.42  C5 1.083
48 H -0.13 -1.03 -2.37  C6 1.097
49 H 1.12 -0.34 0.28  C7 1.087
50 H -0.44 -1.23 0.04  C7 1.084
51 H -0.59 1.20 -1.47  C8 1.085
52 H -0.03 1.57 0.19  C8 1.083
53 H -2.10 -0.18 0.66  C9 1.093
54 H -2.28 1.58 0.60  C9 1.088
55 H -2.38 -0.01 -1.79  N10 1.017
56 H -3.79 -1.12 -0.42  C11 1.105
57 H -4.62 0.39 0.00  C11 1.089
58 H -3.95 1.06 -3.27  C13 1.078
59 H -5.41 0.66 -5.22  C14 1.079
60 H -7.29 -0.98 -5.03  C15 1.079
61 H -7.69 -2.15 -2.90  C16 1.080
62 H -5.57 -1.93 -0.16  O18 0.961
63 H 1.71 -0.71 -4.03  C20 1.091
64 H 3.73 1.56 -3.52  C21 1.080
65 H 1.80 1.89 -5.74  C23 1.078
66 H 4.68 1.88 -6.32  C24 1.083
67 H 4.11 3.08 -5.10  C24 1.084
68 H 3.45 3.01 -6.76  C24 1.085
69 H 5.34 -2.00 -3.17  C27 1.090
70 H 4.45 -1.56 -4.58  C27 1.085
71 H 3.98 1.15 0.59  C33 1.082
72 H 4.86 -0.12 1.42  C33 1.090
73 H 5.79 1.02 0.49  C33 1.088
74 H 5.25 -2.54 -1.10  C34 1.089
75 H 6.59 -1.42 -0.95  C34 1.088
76 H 5.72 -1.93 0.47  C34 1.085
77 H 3.49 -2.53 -1.43  N35 1.021
78 H 4.17 -3.75 -3.22  C36 1.084
79 H 2.67 -4.29 -2.62  C36 1.088
80 H 2.26 -2.42 -4.91  C37 1.082
81 H 3.22 -3.81 -5.24  C37 1.089
82 H 1.32 -4.88 -5.60  C38 1.082
83 H 1.04 -4.90 -3.84  C38 1.084
84 H -0.77 -3.20 -3.73  S39 1.342
85 C -1.37 2.20 6.70  C86 1.388, C90 1.390, H94 1.077
86 C -1.53 0.85 6.95  C85 1.388, C87 1.385, H95 1.081
87 C -1.36 -0.07 5.93  C86 1.385, C88 1.383, H96 1.080
88 C -1.02 0.39 4.67  C87 1.383, C89 1.385, N91 1.466
89 C -0.87 1.73 4.40  C88 1.385, C90 1.383, H97 1.080
90 C -1.04 2.65 5.43  C85 1.390, C89 1.383, H98 1.081
91 N -0.83 -0.59 3.59  C88 1.466, O92 1.213, O93 1.220
92 O -0.99 -1.76 3.84  N91 1.213
93 O -0.50 -0.16 2.49  N91 1.220
94 H -1.49 2.91 7.50  C85 1.077
95 H -1.78 0.51 7.95  C86 1.081
96 H -1.48 -1.13 6.12  C87 1.080
97 H -0.61 2.07 3.41  C89 1.080
98 H -0.92 3.70 5.23  C90 1.081
99 C -4.03 7.96 9.92  C100 1.389, C104 1.389, H108 1.082
100 C -4.18 6.60 10.17  C99 1.389, C101 1.385, H109 1.081
101 C -3.99 5.68 9.16  C100 1.385, C102 1.383, H110 1.080
102 C -3.64 6.14 7.90  C101 1.383, C103 1.383, N105 1.470
103 C -3.49 7.49 7.63  C102 1.383, C104 1.385, H111 1.080
104 C -3.69 8.40 8.65  C99 1.389, C103 1.385, H112 1.081
105 N -3.41 5.17 6.82  C102 1.470, O106 1.217, O107 1.215
106 O -3.56 3.99 7.08  N105 1.217
107 O -3.07 5.59 5.74  N105 1.215
108 H -4.18 8.68 10.72  C99 1.082
109 H -4.45 6.26 11.16  C100 1.081
110 H -4.11 4.62 9.35  C101 1.080
111 H -3.22 7.82 6.64  C103 1.080
112 H -3.57 9.46 8.46  C104 1.081

***

C4H7NO2 | wB97M-V/def2-TZVPD

Its SMILES is C[C@@]1(C(N)=O)CO1. The energy relative to the best compared isomer or geometry (same formula, charge and spin) is 28.7 kcal/mol. For the maximum force, the calculation gives 0.0071 Eh/bohr. As for the total energy: -9846.0373 eV. The LUMO energy is 0.90 eV.

Bonds (Å) are listed after each position.
Positions of all 14 atoms, in Å:
1 C 1.00 -1.25 0.17  C2 1.508, H8 1.094, H9 1.094, H10 1.096
2 C 0.35 0.07 -0.13  C1 1.508, C3 1.518, C6 1.457, O7 1.424
3 C -0.95 0.33 0.62  C2 1.518, N4 1.359, O5 1.217
4 N -2.07 -0.04 -0.05  C3 1.359, H11 1.009, H12 1.008
5 O -0.95 0.77 1.75  C3 1.217
6 C 1.12 1.24 -0.54  C2 1.457, O7 1.431, H13 1.089, H14 1.090
7 O 0.37 0.48 -1.49  C2 1.424, C6 1.431
8 H 1.98 -1.31 -0.31  C1 1.094
9 H 1.12 -1.38 1.25  C1 1.094
10 H 0.37 -2.07 -0.20  C1 1.096
11 H -2.96 0.19 0.37  N4 1.009
12 H -2.04 -0.19 -1.05  N4 1.008
13 H 0.74 2.24 -0.33  C6 1.089
14 H 2.20 1.15 -0.62  C6 1.090

***

C38H104N8O10 | wB97M-V/def2-TZVPD

Its SMILES is COC[C@H](C)N.COC[C@H](C)N.COC[C@H](C)N.COC[C@H](C)N.COC[C@H](C)N.COC[C@H](C)N.COC[C@H](C)N.COC[C@H](C)N.CC(C)O.CC(C)O. The energy relative to the best compared isomer or geometry (same formula, charge and spin) is 0.0 kcal/mol. For the maximum force, the calculation gives 0.0524 Eh/bohr. As for the total energy: -73483.1633 eV. The LUMO energy is 0.62 eV.

Bonds (Å) are listed after each position.
Positions of all 160 atoms, in Å:
1 C -3.55 2.53 6.16  O2 1.389, H7 1.076, H8 1.120, H9 1.081
2 O -3.37 2.88 4.83  C1 1.389, C3 1.425
3 C -2.03 3.26 4.52  O2 1.425, C4 1.523, H10 1.094, H11 1.078
4 C -1.31 2.12 3.82  C3 1.523, C5 1.504, N6 1.455, H12 1.101
5 C 0.08 2.57 3.47  C4 1.504, H13 1.105, H14 1.071, H15 1.126
6 N -2.06 1.52 2.73  C4 1.455, H16 1.012, H17 1.013
7 H -3.03 3.23 6.79  C1 1.076
8 H -3.13 1.51 6.36  C1 1.120
9 H -4.61 2.47 6.40  C1 1.081
10 H -2.13 4.00 3.71  C3 1.094
11 H -1.50 3.70 5.35  C3 1.078
12 H -1.31 1.33 4.59  C4 1.101
13 H 0.71 1.75 3.08  C5 1.105
14 H 0.59 2.96 4.33  C5 1.071
15 H 0.20 3.34 2.66  C5 1.126
16 H -2.16 2.03 1.86  N6 1.012
17 H -2.94 1.09 2.97  N6 1.013
18 C -1.77 0.07 -3.83  O19 1.404, H24 1.092, H25 1.099, H26 1.085
19 O -2.24 1.18 -4.55  C18 1.404, C20 1.365
20 C -2.28 2.37 -3.88  O19 1.365, C21 1.499, H27 1.083, H28 1.132
21 C -3.33 2.37 -2.81  C20 1.499, C22 1.506, N23 1.477, H29 1.091
22 C -4.72 1.96 -3.22  C21 1.506, H30 1.079, H31 1.081, H32 1.115
23 N -3.21 3.75 -2.28  C21 1.477, H33 0.996, H34 1.009
24 H -0.71 0.25 -3.62  C18 1.092
25 H -1.75 -0.75 -4.57  C18 1.099
26 H -2.32 -0.09 -2.91  C18 1.085
27 H -1.36 2.54 -3.34  C20 1.083
28 H -2.50 3.22 -4.61  C20 1.132
29 H -3.06 1.75 -1.95  C21 1.091
30 H -4.93 2.57 -4.08  C22 1.079
31 H -5.45 2.08 -2.44  C22 1.081
32 H -4.72 0.87 -3.47  C22 1.115
33 H -3.85 3.90 -1.53  N23 0.996
34 H -3.52 4.46 -2.93  N23 1.009
35 C 4.49 -3.93 -0.02  O36 1.401, H41 1.106, H42 1.084, H43 1.106
36 O 5.77 -3.77 0.51  C35 1.401, C37 1.447
37 C 5.70 -3.44 1.91  O36 1.447, C38 1.521, H44 1.089, H45 1.116
38 C 7.11 -3.11 2.39  C37 1.521, C39 1.524, N40 1.433, H46 1.135
39 C 8.07 -4.28 2.17  C38 1.524, H47 1.097, H48 1.111, H49 1.117
40 N 7.07 -2.72 3.77  C38 1.433, H50 1.018, H51 1.071
41 H 4.58 -4.18 -1.10  C35 1.106
42 H 3.97 -2.98 0.09  C35 1.084
43 H 3.91 -4.72 0.50  C35 1.106
44 H 4.96 -2.65 2.06  C37 1.089
45 H 5.26 -4.31 2.44  C37 1.116
46 H 7.49 -2.25 1.77  C38 1.135
47 H 8.23 -4.43 1.10  C39 1.097
48 H 7.62 -5.19 2.62  C39 1.111
49 H 9.03 -4.01 2.68  C39 1.117
50 H 7.89 -2.14 3.93  N40 1.018
51 H 7.14 -3.60 4.39  N40 1.071
52 C -4.08 -4.39 -2.97  O53 1.407, H58 1.132, H59 1.112, H60 1.127
53 O -4.58 -3.51 -2.00  C52 1.407, C54 1.393
54 C -3.68 -3.05 -1.05  O53 1.393, C55 1.543, H61 1.117, H62 1.136
55 C -4.38 -2.01 -0.15  C54 1.543, C56 1.541, N57 1.443, H63 1.094
56 C -4.90 -0.99 -1.19  C55 1.541, H64 1.105, H65 1.099, H66 1.096
57 N -3.52 -1.45 0.87  C55 1.443, H67 1.008, H68 1.001
58 H -3.73 -5.32 -2.43  C52 1.132
59 H -3.24 -3.95 -3.56  C52 1.112
60 H -4.91 -4.62 -3.70  C52 1.127
61 H -3.23 -3.90 -0.47  C54 1.117
62 H -2.85 -2.49 -1.59  C54 1.136
63 H -5.19 -2.57 0.32  C55 1.094
64 H -5.54 -1.44 -1.96  C56 1.105
65 H -4.02 -0.68 -1.78  C56 1.099
66 H -5.41 -0.13 -0.74  C56 1.096
67 H -4.09 -1.03 1.59  N57 1.008
68 H -2.96 -0.72 0.49  N57 1.001
69 C 3.25 2.77 1.66  O70 1.371, H75 1.075, H76 1.099, H77 1.111
70 O 3.44 1.42 1.53  C69 1.371, C71 1.411
71 C 4.26 0.89 2.55  O70 1.411, C72 1.549, H78 1.079, H79 1.068
72 C 5.77 1.00 2.24  C71 1.549, C73 1.490, N74 1.461, H80 1.107
73 C 6.03 0.60 0.83  C72 1.490, H81 1.104, H82 1.102, H83 1.081
74 N 6.47 0.24 3.28  C72 1.461, H84 1.011, H85 1.036
75 H 4.08 3.36 1.30  C69 1.075
76 H 2.99 3.01 2.70  C69 1.099
77 H 2.36 3.04 1.05  C69 1.111
78 H 4.02 1.39 3.48  C71 1.079
79 H 3.90 -0.10 2.65  C71 1.068
80 H 6.10 2.05 2.37  C72 1.107
81 H 5.68 -0.43 0.64  C73 1.104
82 H 7.09 0.65 0.53  C73 1.102
83 H 5.35 1.23 0.27  C73 1.081
84 H 6.21 -0.72 3.14  N74 1.011
85 H 6.18 0.54 4.23  N74 1.036
86 C -3.36 5.56 0.61  O87 1.396, H92 1.089, H93 1.084, H94 1.065
87 O -3.79 4.28 0.95  C86 1.396, C88 1.405
88 C -5.07 4.39 1.53  O87 1.405, C89 1.540, H95 1.087, H96 1.110
89 C -5.56 3.09 2.21  C88 1.540, C90 1.523, N91 1.499, H97 1.083
90 C -5.79 1.97 1.21  C89 1.523, H98 1.062, H99 1.114, H100 1.067
91 N -6.78 3.32 3.05  C89 1.499, H101 1.016, H102 1.003
92 H -2.50 5.43 -0.06  C86 1.089
93 H -3.19 6.17 1.49  C86 1.084
94 H -4.08 6.05 0.00  C86 1.065
95 H -5.07 5.22 2.23  C88 1.087
96 H -5.82 4.69 0.77  C88 1.110
97 H -4.78 2.76 2.88  C89 1.083
98 H -6.45 1.22 1.59  C90 1.062
99 H -4.77 1.55 1.06  C90 1.114
100 H -6.15 2.43 0.32  C90 1.067
101 H -7.64 3.32 2.51  N91 1.016
102 H -6.75 4.18 3.57  N91 1.003
103 C 0.19 -4.47 -0.26  O104 1.451, H109 1.086, H110 1.083, H111 1.069
104 O 0.51 -4.39 1.16  C103 1.451, C105 1.399
105 C -0.38 -3.63 1.93  O104 1.399, C106 1.511, H112 1.101, H113 1.124
106 C -0.12 -2.14 2.06  C105 1.511, C107 1.433, N108 1.452, H114 1.070
107 C 1.20 -1.79 2.48  C106 1.433, H115 1.075, H116 1.078, H117 1.072
108 N -1.07 -1.69 3.05  C106 1.452, H118 1.012, H119 1.029
109 H 0.10 -3.47 -0.65  C103 1.086
110 H -0.75 -4.99 -0.39  C103 1.083
111 H 0.94 -5.04 -0.76  C103 1.069
112 H -1.37 -3.76 1.49  C105 1.101
113 H -0.43 -4.15 2.92  C105 1.124
114 H -0.32 -1.69 1.11  C106 1.070
115 H 1.98 -2.30 1.94  C107 1.075
116 H 1.35 -1.99 3.53  C107 1.078
117 H 1.37 -0.75 2.29  C107 1.072
118 H -0.93 -0.70 3.20  N108 1.012
119 H -2.06 -1.72 2.76  N108 1.029
120 C 2.48 -0.89 -1.02  O121 1.391, H126 1.080, H127 1.096, H128 1.080
121 O 1.20 -0.42 -1.27  C120 1.391, C122 1.430
122 C 1.11 0.88 -0.67  O121 1.430, C123 1.515, H129 1.100, H130 1.088
123 C -0.32 1.33 -0.85  C122 1.515, C124 1.529, N125 1.465, H131 1.101
124 C -0.56 2.70 -0.20  C123 1.529, H132 1.095, H133 1.073, H134 1.081
125 N -1.17 0.30 -0.24  C123 1.465, H135 1.032, H136 0.989
126 H 2.70 -0.94 0.04  C120 1.080
127 H 3.24 -0.23 -1.45  C120 1.096
128 H 2.54 -1.83 -1.54  C120 1.080
129 H 1.36 0.79 0.40  C122 1.100
130 H 1.87 1.43 -1.21  C122 1.088
131 H -0.49 1.33 -1.93  C123 1.101
132 H -1.64 2.87 -0.21  C124 1.095
133 H -0.05 3.40 -0.84  C124 1.073
134 H -0.11 2.69 0.79  C124 1.081
135 H -0.86 -0.67 -0.43  N125 1.032
136 H -1.23 0.35 0.74  N125 0.989
137 C 3.04 2.45 -4.32  C138 1.569, H141 1.067, H142 1.089, H143 1.155
138 C 1.80 1.49 -4.43  C137 1.569, C139 1.521, O140 1.426, H144 1.109
139 C 1.14 1.62 -5.79  C138 1.521, H145 1.124, H146 1.071, H147 1.095
140 O 2.23 0.14 -4.27  C138 1.426, H148 0.948
141 H 3.62 2.28 -5.19  C137 1.067
142 H 3.72 2.19 -3.52  C137 1.089
143 H 2.70 3.55 -4.19  C137 1.155
144 H 1.08 1.77 -3.64  C138 1.109
145 H 0.76 2.68 -5.88  C139 1.124
146 H 0.31 0.95 -5.82  C139 1.071
147 H 1.66 1.48 -6.74  C139 1.095
148 H 1.50 -0.42 -4.51  O140 0.948
149 C 0.46 -4.45 -3.72  C150 1.519, H153 1.067, H154 1.142, H155 1.070
150 C 1.05 -3.06 -3.91  C149 1.519, C151 1.537, O152 1.438, H156 1.106
151 C 2.58 -3.12 -3.99  C150 1.537, H157 1.098, H158 1.093, H159 1.079
152 O 0.47 -2.36 -5.02  C150 1.438, H160 0.959
153 H 0.56 -5.01 -4.62  C149 1.067
154 H -0.64 -4.37 -3.40  C149 1.142
155 H 0.97 -5.00 -2.97  C149 1.070
156 H 0.82 -2.38 -3.07  C150 1.106
157 H 3.00 -3.69 -3.15  C151 1.098
158 H 3.02 -2.11 -3.96  C151 1.093
159 H 2.96 -3.60 -4.87  C151 1.079
160 H 0.59 -2.86 -5.83  O152 0.959

***

- Which of these has the highest maximum force?
  C38H104N8O10